[1]
A cluster of 2 separate species, C3H10OS in total in a non-equilibrium geometry, computed with wB97M-V/def2-TZVPD.

```
15
Properties=species:S:1:pos:R:3:mulliken_charge:R:1
S 2.41 -0.62 0.08 -0.105
O -3.90 2.29 -0.35 -0.519
C -3.18 1.06 -0.35 -0.451
C 1.14 -0.88 -1.21 -0.632
C 1.90 -1.17 1.67 -0.772
H -4.82 2.27 -0.63 0.281
H 2.59 -1.95 2.02 0.267
H 0.92 -1.60 1.86 0.310
H 2.15 -0.32 2.31 0.253
H 0.15 -0.77 -0.77 0.124
H -3.06 0.57 -1.33 0.242
H 1.33 -1.91 -1.50 0.264
H -3.59 0.41 0.41 0.275
H 1.23 -0.22 -2.06 0.296
H -2.20 1.45 -0.06 0.168
```

Its relative energy (zero: lowest compared OMol25 entry of this formula, charge and spin) is 1.337 eV. The LUMO energy comes out at 0.8260 eV. Its highest occupied orbital energy is -8.2 eV. Its total charge is 0. Its SMILES is CSC.CO. As for the gap between HOMO and LUMO: 0.3331 Eh.



[2]
A structure of composition C3H10OS in a non-equilibrium geometry, computed with wB97M-V/def2-TZVPD.

```
15
Properties=species:S:1:pos:R:3:mulliken_charge:R:1
S -0.09 0.07 1.28 -0.496
O 1.62 -2.10 -0.33 -0.634
C -1.87 -0.06 1.11 -0.752
C -0.40 1.68 -1.72 -0.396
C 0.67 0.80 -1.70 -0.287
H 1.19 -1.45 0.27 0.250
H 0.59 -0.27 -1.79 0.374
H 1.65 1.26 -1.65 0.229
H -2.36 -0.03 2.08 0.288
H -1.33 1.44 -2.22 0.310
H -0.01 1.11 -0.67 0.067
H -2.20 -0.95 0.58 0.271
H -0.13 2.72 -1.61 0.256
H -2.37 0.75 0.54 0.229
H 2.41 -2.36 0.17 0.291
```

Its relative energy (zero: lowest compared OMol25 entry of this formula, charge and spin) is 4.195 eV. The LUMO energy comes out at -1.1574 eV. Its highest occupied orbital energy is -7.3 eV. Its total charge is 0. As for the gap between HOMO and LUMO: 0.2247 Eh.



[3]
A cluster of 2 separate species, C3H10OS in total in a non-equilibrium geometry, computed with wB97M-V/def2-TZVPD.

```
15
Properties=species:S:1:pos:R:3:mulliken_charge:R:1
S 0.35 -1.86 -0.50 -0.274
O -1.77 1.70 -1.75 -0.658
C -0.07 0.62 0.69 -0.174
C 0.29 1.48 1.95 -1.431
C 1.03 -0.33 0.26 -0.522
H -0.29 2.33 2.12 0.389
H 0.22 0.81 2.85 0.342
H -1.65 0.69 -1.62 0.333
H 0.97 -2.92 0.05 0.120
H 1.49 0.18 -0.71 0.200
H 1.35 1.77 2.23 0.336
H -1.02 0.00 1.06 0.263
H -1.30 1.82 -2.54 0.305
H 1.62 -0.48 1.12 0.480
H -0.37 1.49 0.04 0.290
```

Its relative energy (zero: lowest compared OMol25 entry of this formula, charge and spin) is 1.579 eV. The LUMO energy comes out at 0.7569 eV. Its highest occupied orbital energy is -9.1 eV. Its total charge is 0. Its SMILES is CCCS.O. As for the gap between HOMO and LUMO: 0.3625 Eh.